DFT (the ωB97M-V functional and the def2-TZVPD basis) results for a structure of composition C2H4FNS in a non-equilibrium geometry.

Last column: Mulliken charge in e.
CARTESIAN COORDINATES (ANGSTROEM)
C (0.547, -0.671, -0.387)  0.206
C (0.350, 0.764, -0.624)  -0.450
H (-1.291, -0.958, 2.591)  0.168
H (1.581, -0.634, -0.746)  0.279
H (-0.879, 0.892, -0.847)  0.226
H (0.204, 1.246, 0.410)  0.388
N (-0.127, -1.327, 0.382)  -0.318
F (1.029, 1.243, -1.646)  -0.259
S (-1.414, -0.557, 0.867)  -0.240

## Properties
Max |F|, eV/A: 7.99
Relative energy (zero: lowest compared OMol25 entry of this formula, charge and spin), eV: 4.8506
Total charge: 0


DFT (the ωB97M-V functional and the def2-TZVPD basis) results for the ion C4H10Br2N with charge +1 in a non-equilibrium geometry.

Last column: Mulliken charge in e.
CARTESIAN COORDINATES (ANGSTROEM)
C (1.099, -2.017, -0.783)  -1.060
N (0.136, -0.977, -0.302)  -0.200
C (0.320, 0.501, -0.777)  -0.317
Br (2.165, 1.093, -0.399)  -0.017
C (-0.823, 1.376, -0.026)  -0.211
C (-0.641, 1.365, 1.507)  -1.144
Br (-2.619, 0.462, -0.370)  -0.126
H (1.886, -2.106, -0.090)  0.396
H (0.701, -2.971, -0.837)  0.432
H (1.457, -1.781, -1.686)  0.457
H (-0.937, -1.078, -0.518)  0.340
H (-0.068, -0.967, 0.722)  0.382
H (0.221, 0.670, -1.868)  0.431
H (-1.007, 2.346, -0.373)  0.542
H (-0.033, 0.614, 1.857)  0.395
H (-0.280, 2.349, 1.848)  0.329
H (-1.578, 1.121, 2.094)  0.370

## Properties
Max |F|, eV/A: 3.84
Relative energy (zero: lowest compared OMol25 entry of this formula, charge and spin), eV: 0.1139
Total charge: +1
SMILES: C[NH2+][C@H](Br)[C@H](C)Br


DFT (the ωB97M-V functional and the def2-TZVPD basis) results for a cluster of 11 separate species, C44H88O27S6 in total in a non-equilibrium geometry.

Last column: Mulliken charge in e.
CARTESIAN COORDINATES (ANGSTROEM)
O (-1.121, 4.546, 2.822)  -0.353
S (-2.492, 4.205, 2.905)  0.944
O (-3.340, 4.648, 1.772)  -0.812
C (-2.767, 2.458, 3.224)  0.445
C (-3.498, 2.368, 4.602)  -0.853
C (-3.010, 3.549, 5.450)  -0.076
C (-3.153, 4.749, 4.484)  -1.059
H (-1.762, 1.954, 3.189)  -0.848
H (-3.353, 2.088, 2.383)  0.528
H (-4.579, 2.368, 4.505)  0.389
H (-3.238, 1.404, 5.096)  0.281
H (-1.951, 3.382, 5.631)  -0.133
H (-3.553, 3.613, 6.370)  0.473
H (-2.616, 5.624, 4.744)  0.504
H (-4.197, 5.051, 4.316)  0.414
O (1.779, 5.844, -2.280)  -0.854
S (1.113, 5.254, -1.143)  1.199
O (-0.044, 4.412, -1.477)  -0.568
C (2.329, 4.379, -0.188)  -0.421
C (1.833, 4.463, 1.231)  0.746
C (1.343, 5.946, 1.414)  -0.927
C (0.547, 6.340, 0.095)  -0.759
H (3.218, 4.968, -0.188)  0.619
H (2.412, 3.368, -0.551)  -0.189
H (1.003, 3.809, 1.338)  -0.444
H (2.670, 4.291, 1.929)  0.171
H (2.230, 6.542, 1.596)  0.559
H (0.728, 6.041, 2.333)  0.173
H (0.719, 7.400, -0.161)  0.406
H (-0.594, 6.181, 0.167)  0.230
O (1.729, 2.156, -3.929)  -0.521
S (1.768, 3.139, -4.960)  1.010
O (3.008, 3.839, -5.144)  -0.770
C (1.147, 2.448, -6.481)  -0.736
C (0.348, 3.539, -7.098)  -0.650
C (-0.440, 4.024, -5.822)  -0.764
C (0.502, 4.252, -4.682)  0.583
H (0.499, 1.647, -6.203)  0.292
H (1.992, 2.050, -7.061)  0.457
H (0.964, 4.322, -7.570)  0.287
H (-0.408, 3.182, -7.788)  0.369
H (-1.209, 3.263, -5.600)  0.118
H (-1.100, 4.858, -6.071)  0.461
H (0.074, 4.014, -3.707)  -0.622
H (1.025, 5.198, -4.633)  0.447
O (-0.615, 0.670, 1.263)  -0.276
S (0.408, 0.538, 0.246)  1.177
O (1.696, 1.173, 0.530)  -0.174
C (0.651, -1.210, -0.183)  0.971
C (0.346, -1.277, -1.703)  -1.463
C (-0.630, -0.141, -2.072)  -0.633
C (-0.159, 1.149, -1.413)  1.573
H (0.016, -1.891, 0.347)  -1.579
H (1.674, -1.417, 0.092)  0.122
H (1.262, -1.193, -2.233)  0.246
H (-0.084, -2.236, -1.866)  0.636
H (-1.635, -0.422, -1.674)  0.162
H (-0.794, -0.131, -3.141)  0.642
H (-0.908, 1.929, -1.308)  -1.085
H (0.679, 1.628, -1.919)  -0.271
O (-3.410, -4.303, 2.923)  -0.800
S (-2.129, -3.873, 3.420)  1.346
O (-1.090, -4.852, 3.401)  -0.734
C (-1.513, -2.453, 2.657)  0.432
C (-0.984, -1.524, 3.747)  1.862
C (-0.975, -2.262, 5.109)  -0.659
C (-2.148, -3.198, 5.123)  -1.072
H (-2.201, -1.959, 1.977)  0.523
H (-0.759, -2.822, 1.996)  -1.220
H (0.002, -1.279, 3.344)  -0.873
H (-1.585, -0.605, 3.780)  -0.527
H (-1.055, -1.517, 5.920)  0.427
H (-0.017, -2.826, 5.276)  0.234
H (-3.066, -2.767, 5.374)  0.386
H (-2.084, -4.062, 5.730)  0.539
O (0.818, -5.400, -1.290)  -0.773
S (-0.257, -5.394, -0.389)  1.128
O (-0.655, -4.052, -0.019)  -0.488
C (-1.640, -6.377, -0.936)  -0.881
C (-1.706, -7.522, 0.119)  -0.699
C (-0.299, -7.773, 0.662)  -0.701
C (0.211, -6.419, 0.953)  -0.360
H (-1.478, -6.788, -1.937)  0.378
H (-2.516, -5.776, -1.022)  0.520
H (-2.314, -7.085, 0.942)  0.275
H (-2.251, -8.406, -0.255)  0.358
H (0.293, -8.354, -0.091)  0.296
H (-0.439, -8.346, 1.583)  0.352
H (1.240, -6.259, 1.235)  0.559
H (-0.366, -6.009, 1.736)  0.083
C (5.125, 1.750, 2.943)  -1.286
C (5.138, 0.312, 2.361)  0.420
O (4.151, -0.497, 3.064)  -0.412
C (3.782, -1.594, 2.465)  0.838
O (4.236, -2.044, 1.423)  -0.532
O (2.787, -2.118, 3.159)  -0.389
C (2.159, -3.163, 2.436)  -0.025
H (6.063, 2.243, 2.654)  0.521
H (5.023, 1.746, 4.029)  0.359
H (4.283, 2.252, 2.534)  -0.009
H (6.106, -0.171, 2.596)  0.291
H (4.892, 0.334, 1.273)  -0.072
H (1.642, -2.820, 1.550)  -0.235
H (1.521, -3.815, 3.067)  0.171
H (2.940, -3.792, 2.052)  0.696
C (1.300, 1.222, 3.966)  1.211
C (1.452, 2.633, 4.435)  -0.005
O (0.778, 2.827, 5.666)  -0.315
C (0.407, 4.016, 6.074)  0.761
O (0.473, 5.020, 5.393)  -0.574
O (0.000, 3.908, 7.300)  -0.349
C (-0.802, 4.926, 7.894)  -0.544
H (1.337, 0.503, 4.749)  0.677
H (2.134, 0.982, 3.308)  -0.778
H (0.442, 1.142, 3.218)  -0.984
H (1.057, 3.380, 3.749)  -0.082
H (2.527, 2.914, 4.620)  0.221
H (-1.336, 5.500, 7.107)  0.229
H (-0.207, 5.630, 8.486)  0.281
H (-1.460, 4.346, 8.516)  0.251
C (-6.170, 0.852, -4.645)  -1.068
C (-4.842, 0.192, -4.369)  -0.346
O (-3.795, 1.105, -3.934)  -0.294
C (-3.952, 1.491, -2.656)  0.632
O (-4.823, 1.076, -1.873)  -0.634
O (-2.958, 2.290, -2.298)  -0.146
C (-2.993, 2.767, -0.957)  -1.102
H (-6.767, 0.104, -5.164)  0.377
H (-5.964, 1.703, -5.296)  0.281
H (-6.641, 1.205, -3.722)  0.295
H (-4.318, -0.287, -5.208)  0.342
H (-4.885, -0.615, -3.655)  0.361
H (-3.984, 3.082, -0.665)  0.571
H (-2.331, 3.627, -0.948)  0.306
H (-2.630, 1.997, -0.304)  0.319
C (4.118, 0.289, -2.244)  -0.149
C (5.239, 1.033, -1.531)  -0.318
O (6.053, 0.057, -0.868)  -0.208
C (7.293, -0.158, -1.437)  0.636
O (7.845, 0.549, -2.250)  -0.582
O (7.880, -1.267, -0.968)  -0.387
C (7.135, -2.140, -0.048)  -0.466
H (3.400, 0.932, -2.689)  -0.189
H (3.693, -0.273, -1.392)  -0.079
H (4.482, -0.385, -3.008)  0.481
H (4.808, 1.733, -0.827)  0.002
H (5.874, 1.585, -2.254)  0.573
H (7.662, -3.066, -0.095)  0.421
H (6.113, -2.439, -0.342)  0.163
H (7.194, -1.795, 1.003)  0.160
C (-5.295, -7.105, -5.453)  -1.073
C (-3.917, -7.612, -5.945)  -0.134
O (-3.072, -6.541, -6.410)  -0.356
C (-2.150, -6.060, -5.558)  0.730
O (-2.210, -6.215, -4.363)  -0.542
O (-1.231, -5.264, -6.154)  -0.366
C (-0.518, -4.368, -5.339)  -0.537
H (-5.147, -6.325, -4.695)  0.271
H (-5.928, -7.867, -5.022)  0.348
H (-5.913, -6.590, -6.212)  0.302
H (-3.993, -8.347, -6.744)  0.313
H (-3.380, -8.093, -5.094)  0.250
H (-1.224, -3.996, -4.596)  0.222
H (-0.057, -3.573, -5.913)  0.267
H (0.261, -4.942, -4.838)  0.301

## Properties
Max |F|, eV/A: 3.42
Total energy, eV: -167346.4891
Total charge: 0
SMILES: O=S1(=O)CCCC1.O=S1(=O)CCCC1.O=S1(=O)CCCC1.O=S1(=O)CCCC1.O=S1(=O)CCCC1.O=S1(=O)CCCC1.CCOC(=O)OC.CCOC(=O)OC.CCOC(=O)OC.CCOC(=O)OC.CCOC(=O)OC


DFT (the ωB97M-V functional and the def2-TZVPD basis) results for a structure of composition C27H22BF2N6O2W in a non-equilibrium geometry.

Last column: Mulliken charge in e.
CARTESIAN COORDINATES (ANGSTROEM)
W (0.000, 0.000, 0.000)  0.804
C (-5.946, 2.308, -5.769)  -0.827
O (-4.760, 3.085, -5.874)  -0.428
C (-4.480, 3.893, -4.806)  0.632
C (-3.142, 4.271, -4.683)  -0.634
C (-2.731, 5.085, -3.625)  -0.169
C (-3.652, 5.532, -2.674)  0.270
C (-5.000, 5.185, -2.826)  -0.557
C (-5.414, 4.366, -3.883)  -0.421
N (-3.220, 6.333, -1.592)  -0.469
N (-3.277, 5.738, -0.484)  -0.299
C (-2.255, 4.764, -0.317)  0.477
C (-0.910, 5.145, -0.290)  -1.025
C (0.094, 4.177, -0.178)  -0.497
C (-0.197, 2.808, -0.088)  0.905
O (0.662, 1.877, 0.000)  -0.850
C (-1.521, 2.466, -0.091)  0.645
N (-1.676, 1.157, 0.000)  -0.350
C (-2.939, 0.691, 0.024)  0.038
C (-4.067, 1.492, -0.041)  -1.119
C (-3.882, 2.867, -0.146)  -0.261
C (-2.577, 3.398, -0.181)  0.041
H (-5.932, 1.567, -6.574)  0.254
H (-6.833, 2.934, -5.908)  0.319
H (-5.992, 1.765, -4.818)  0.345
H (-2.406, 3.905, -5.393)  0.438
H (-1.679, 5.338, -3.517)  0.429
H (-5.726, 5.542, -2.100)  0.513
H (-6.466, 4.116, -3.958)  0.361
H (-0.636, 6.191, -0.373)  0.476
H (1.138, 4.486, -0.170)  0.481
H (-3.016, -0.388, 0.102)  0.319
H (-5.057, 1.057, -0.013)  0.429
H (-4.743, 3.523, -0.200)  0.531
C (0.224, -4.286, -0.469)  -0.852
C (-0.201, -2.992, -0.215)  0.053
N (0.636, -1.956, 0.000)  -0.152
C (1.964, -2.231, -0.054)  -0.510
C (2.499, -3.492, -0.308)  0.386
C (1.595, -4.538, -0.507)  -0.234
C (3.939, -3.768, -0.283)  -0.985
C (4.928, -3.166, -0.969)  -0.622
C (4.858, -2.105, -1.988)  1.096
C (6.001, -1.413, -2.340)  -0.710
C (5.854, -0.448, -3.310)  -0.221
N (4.684, -0.169, -3.908)  -0.562
C (3.639, -0.902, -3.501)  -0.047
N (3.670, -1.866, -2.570)  -0.406
H (-0.494, -5.082, -0.631)  0.401
H (-1.259, -2.749, -0.175)  0.325
H (2.608, -1.375, 0.125)  1.276
H (1.949, -5.546, -0.700)  0.544
H (4.214, -4.570, 0.401)  0.436
H (5.939, -3.516, -0.768)  0.339
H (6.962, -1.603, -1.883)  0.397
H (6.700, 0.147, -3.643)  0.419
H (2.680, -0.699, -3.964)  0.431
F (2.941, -0.028, -1.250)  -0.037
B (2.219, 0.000, 0.000)  0.062
F (2.941, 0.028, 1.250)  -0.245
H (-1.412, -1.026, 0.000)  -0.382

## Properties
Max |F|, eV/A: 5.58
Total energy, eV: -49316.3987
Total charge: +1
Spin multiplicity: 3
<S²>: 2.029


Copy entry 4 word for word.
DFT (the ωB97M-V functional and the def2-TZVPD basis) results for a structure of composition C27H22BF2N6O2W in a non-equilibrium geometry.

Last column: Mulliken charge in e.
CARTESIAN COORDINATES (ANGSTROEM)
W (0.000, 0.000, 0.000)  0.804
C (-5.946, 2.308, -5.769)  -0.827
O (-4.760, 3.085, -5.874)  -0.428
C (-4.480, 3.893, -4.806)  0.632
C (-3.142, 4.271, -4.683)  -0.634
C (-2.731, 5.085, -3.625)  -0.169
C (-3.652, 5.532, -2.674)  0.270
C (-5.000, 5.185, -2.826)  -0.557
C (-5.414, 4.366, -3.883)  -0.421
N (-3.220, 6.333, -1.592)  -0.469
N (-3.277, 5.738, -0.484)  -0.299
C (-2.255, 4.764, -0.317)  0.477
C (-0.910, 5.145, -0.290)  -1.025
C (0.094, 4.177, -0.178)  -0.497
C (-0.197, 2.808, -0.088)  0.905
O (0.662, 1.877, 0.000)  -0.850
C (-1.521, 2.466, -0.091)  0.645
N (-1.676, 1.157, 0.000)  -0.350
C (-2.939, 0.691, 0.024)  0.038
C (-4.067, 1.492, -0.041)  -1.119
C (-3.882, 2.867, -0.146)  -0.261
C (-2.577, 3.398, -0.181)  0.041
H (-5.932, 1.567, -6.574)  0.254
H (-6.833, 2.934, -5.908)  0.319
H (-5.992, 1.765, -4.818)  0.345
H (-2.406, 3.905, -5.393)  0.438
H (-1.679, 5.338, -3.517)  0.429
H (-5.726, 5.542, -2.100)  0.513
H (-6.466, 4.116, -3.958)  0.361
H (-0.636, 6.191, -0.373)  0.476
H (1.138, 4.486, -0.170)  0.481
H (-3.016, -0.388, 0.102)  0.319
H (-5.057, 1.057, -0.013)  0.429
H (-4.743, 3.523, -0.200)  0.531
C (0.224, -4.286, -0.469)  -0.852
C (-0.201, -2.992, -0.215)  0.053
N (0.636, -1.956, 0.000)  -0.152
C (1.964, -2.231, -0.054)  -0.510
C (2.499, -3.492, -0.308)  0.386
C (1.595, -4.538, -0.507)  -0.234
C (3.939, -3.768, -0.283)  -0.985
C (4.928, -3.166, -0.969)  -0.622
C (4.858, -2.105, -1.988)  1.096
C (6.001, -1.413, -2.340)  -0.710
C (5.854, -0.448, -3.310)  -0.221
N (4.684, -0.169, -3.908)  -0.562
C (3.639, -0.902, -3.501)  -0.047
N (3.670, -1.866, -2.570)  -0.406
H (-0.494, -5.082, -0.631)  0.401
H (-1.259, -2.749, -0.175)  0.325
H (2.608, -1.375, 0.125)  1.276
H (1.949, -5.546, -0.700)  0.544
H (4.214, -4.570, 0.401)  0.436
H (5.939, -3.516, -0.768)  0.339
H (6.962, -1.603, -1.883)  0.397
H (6.700, 0.147, -3.643)  0.419
H (2.680, -0.699, -3.964)  0.431
F (2.941, -0.028, -1.250)  -0.037
B (2.219, 0.000, 0.000)  0.062
F (2.941, 0.028, 1.250)  -0.245
H (-1.412, -1.026, 0.000)  -0.382

## Properties
Max |F|, eV/A: 5.58
Total energy, eV: -49316.3987
Total charge: +1
Spin multiplicity: 3
<S²>: 2.029


Please write out number 4 again, unchanged.
DFT (the ωB97M-V functional and the def2-TZVPD basis) results for a structure of composition C27H22BF2N6O2W in a non-equilibrium geometry.

Last column: Mulliken charge in e.
CARTESIAN COORDINATES (ANGSTROEM)
W (0.000, 0.000, 0.000)  0.804
C (-5.946, 2.308, -5.769)  -0.827
O (-4.760, 3.085, -5.874)  -0.428
C (-4.480, 3.893, -4.806)  0.632
C (-3.142, 4.271, -4.683)  -0.634
C (-2.731, 5.085, -3.625)  -0.169
C (-3.652, 5.532, -2.674)  0.270
C (-5.000, 5.185, -2.826)  -0.557
C (-5.414, 4.366, -3.883)  -0.421
N (-3.220, 6.333, -1.592)  -0.469
N (-3.277, 5.738, -0.484)  -0.299
C (-2.255, 4.764, -0.317)  0.477
C (-0.910, 5.145, -0.290)  -1.025
C (0.094, 4.177, -0.178)  -0.497
C (-0.197, 2.808, -0.088)  0.905
O (0.662, 1.877, 0.000)  -0.850
C (-1.521, 2.466, -0.091)  0.645
N (-1.676, 1.157, 0.000)  -0.350
C (-2.939, 0.691, 0.024)  0.038
C (-4.067, 1.492, -0.041)  -1.119
C (-3.882, 2.867, -0.146)  -0.261
C (-2.577, 3.398, -0.181)  0.041
H (-5.932, 1.567, -6.574)  0.254
H (-6.833, 2.934, -5.908)  0.319
H (-5.992, 1.765, -4.818)  0.345
H (-2.406, 3.905, -5.393)  0.438
H (-1.679, 5.338, -3.517)  0.429
H (-5.726, 5.542, -2.100)  0.513
H (-6.466, 4.116, -3.958)  0.361
H (-0.636, 6.191, -0.373)  0.476
H (1.138, 4.486, -0.170)  0.481
H (-3.016, -0.388, 0.102)  0.319
H (-5.057, 1.057, -0.013)  0.429
H (-4.743, 3.523, -0.200)  0.531
C (0.224, -4.286, -0.469)  -0.852
C (-0.201, -2.992, -0.215)  0.053
N (0.636, -1.956, 0.000)  -0.152
C (1.964, -2.231, -0.054)  -0.510
C (2.499, -3.492, -0.308)  0.386
C (1.595, -4.538, -0.507)  -0.234
C (3.939, -3.768, -0.283)  -0.985
C (4.928, -3.166, -0.969)  -0.622
C (4.858, -2.105, -1.988)  1.096
C (6.001, -1.413, -2.340)  -0.710
C (5.854, -0.448, -3.310)  -0.221
N (4.684, -0.169, -3.908)  -0.562
C (3.639, -0.902, -3.501)  -0.047
N (3.670, -1.866, -2.570)  -0.406
H (-0.494, -5.082, -0.631)  0.401
H (-1.259, -2.749, -0.175)  0.325
H (2.608, -1.375, 0.125)  1.276
H (1.949, -5.546, -0.700)  0.544
H (4.214, -4.570, 0.401)  0.436
H (5.939, -3.516, -0.768)  0.339
H (6.962, -1.603, -1.883)  0.397
H (6.700, 0.147, -3.643)  0.419
H (2.680, -0.699, -3.964)  0.431
F (2.941, -0.028, -1.250)  -0.037
B (2.219, 0.000, 0.000)  0.062
F (2.941, 0.028, 1.250)  -0.245
H (-1.412, -1.026, 0.000)  -0.382

## Properties
Max |F|, eV/A: 5.58
Total energy, eV: -49316.3987
Total charge: +1
Spin multiplicity: 3
<S²>: 2.029